# 1
46
Properties=species:S:1:pos:R:3:forces:R:3:mulliken_charge:R:1 method="wB97M-V/def2-TZVPD" multiplicity=5 s_squared=6.015 total_charge=+2 relative_energy_kcal_mol=61.6 orbital_gap_ev="9.715 / 6.864" homo_ha="-0.565 / -0.600"
C -1.043 -0.067 -3.797 -0.8 0.1 -0.9 -1.30
C -1.122 0.433 -2.373 2.1 2.2 0.5 0.94
H -0.268 0.322 -4.453 0.3 -0.1 0.3 0.33
H -2.068 0.355 -4.091 1.8 -0.7 -0.7 0.44
H -1.165 -1.190 -3.899 0.3 1.4 0.3 0.36
O -0.431 1.155 -1.623 -0.6 -3.3 -2.9 -0.55
Cl -2.746 0.121 -2.039 -2.2 -2.1 1.4 -0.16
Rh 0.880 -0.316 1.376 -1.9 1.9 -1.7 -0.49
P -1.125 1.711 0.702 -2.1 3.1 0.0 1.38
C -0.234 3.270 1.133 1.0 -0.6 0.2 -1.14
C -2.284 2.486 -0.534 -0.5 -0.7 -0.7 -1.51
H -2.887 3.295 -0.121 0.4 0.1 0.5 0.48
H -3.054 2.297 2.126 0.5 -0.3 -0.2 0.41
H -3.002 1.703 -0.876 0.6 1.5 0.9 0.38
H -2.926 0.529 1.781 0.2 0.4 0.3 0.34
H 0.448 3.522 0.299 -0.3 -0.1 0.4 0.27
H -1.745 2.820 -1.442 -0.4 0.1 0.8 0.42
C -2.359 1.443 2.041 0.5 -0.9 0.4 -1.05
H -0.934 4.109 1.297 0.1 -0.6 -0.1 0.45
H -1.814 1.274 2.985 -0.4 0.0 -0.3 0.35
H 0.366 3.092 2.039 -0.1 0.3 -0.3 0.34
P 0.921 -1.943 -0.281 0.6 -2.5 -1.5 1.40
C 2.744 -2.146 -0.251 0.0 0.3 0.3 -1.38
C 0.209 -3.325 0.666 0.0 0.1 0.2 -1.31
H -0.518 -2.772 -2.138 0.6 0.2 0.2 0.37
H 1.094 -3.554 -2.136 -0.3 0.8 0.5 0.50
H 0.936 -1.902 -2.792 -0.3 -0.3 0.6 0.36
C 0.566 -2.578 -1.989 -0.3 0.4 -0.8 -1.30
H -0.878 -3.183 0.688 0.2 -0.1 0.1 0.36
H 0.433 -4.298 0.211 0.1 0.3 0.1 0.39
H 3.043 -3.169 -0.512 -0.1 0.2 0.1 0.44
H 3.093 -1.891 0.763 0.2 -0.3 -0.4 0.40
H 0.590 -3.268 1.686 -0.1 -0.3 0.0 0.44
H 3.198 -1.438 -0.960 -0.1 -0.2 0.2 0.38
Cl 0.213 -0.880 3.406 -0.2 -0.1 0.2 -0.34
C 4.246 3.055 0.264 0.1 -0.2 -0.4 -0.76
N 4.215 1.997 1.246 0.3 -1.0 1.2 -0.22
C 3.199 1.176 1.390 -1.2 0.9 -1.8 0.93
N 3.186 0.174 2.297 0.6 0.3 0.0 -0.15
O 2.208 1.332 0.567 -0.5 -1.6 1.7 -0.66
H 3.465 2.870 -0.468 0.1 0.1 0.0 0.24
H 5.212 3.034 -0.218 0.2 0.2 -0.2 0.32
H 4.087 3.999 0.745 -0.1 0.6 0.2 0.33
H 4.968 1.881 1.909 0.2 0.3 -0.2 0.23
H 2.303 -0.281 2.585 1.4 0.5 0.8 0.09
H 3.918 0.179 2.974 0.4 -0.3 0.6 0.23

=====

# 2
68
Properties=species:S:1:pos:R:3:forces:R:3:mulliken_charge:R:1 method="wB97M-V/def2-TZVPD" multiplicity=6 s_squared=8.770 total_charge=+3 relative_energy_kcal_mol=55.1 orbital_gap_ev="6.043 / 5.083" homo_ha="-0.528 / -0.646"
Ru -0.001 0.105 0.730 -0.3 -1.8 2.2 -0.32
P 1.874 0.976 1.897 1.6 0.9 1.1 0.87
P -1.690 1.653 1.137 -1.6 1.8 0.0 1.34
P 0.688 1.249 -1.063 1.0 1.8 -2.1 1.28
H -0.250 -2.628 0.491 0.2 0.3 -0.3 0.12
C 0.544 -2.000 0.067 1.1 -0.4 0.8 -1.12
C 1.593 -1.585 0.909 -1.0 -0.8 -0.7 -0.79
H 1.602 -1.912 1.949 0.0 0.3 -0.3 0.49
C 2.393 0.183 3.484 -0.3 -0.2 0.0 -1.20
C 1.644 2.717 2.454 0.3 -0.1 0.0 -1.35
C 3.513 0.992 1.043 0.1 0.1 -0.2 -1.04
C -3.282 0.993 0.508 0.2 -0.2 0.1 -1.27
C -2.193 2.182 2.840 0.3 -0.5 0.1 -1.28
C -1.700 3.360 0.426 0.1 -0.2 -0.1 -1.32
C 2.086 0.492 -1.980 0.1 -0.3 -0.1 -1.32
C 1.330 2.991 -1.010 -0.1 -0.1 0.4 -1.46
C -0.669 1.610 -2.264 -0.3 -0.2 -0.4 -1.54
H 0.828 -2.234 -0.965 -0.4 0.5 0.6 0.64
H 2.563 -1.406 0.445 -0.4 0.0 0.2 0.56
H 2.267 -0.901 3.423 0.1 0.2 0.2 0.33
H 1.795 0.564 4.318 0.2 -0.1 -0.2 0.42
H 3.450 0.401 3.676 -0.3 0.1 -0.1 0.55
H 0.706 2.808 3.016 0.3 0.0 -0.1 0.16
H 1.616 3.402 1.598 0.0 -0.1 0.3 0.34
H 2.478 3.002 3.115 -0.3 0.0 -0.2 0.53
H 3.647 0.100 0.420 0.0 0.4 0.2 0.25
H 4.316 0.984 1.798 -0.4 0.2 -0.3 0.53
H 3.636 1.881 0.410 0.0 -0.3 0.2 0.36
H -4.082 1.734 0.645 0.2 -0.2 0.0 0.45
H -3.529 0.089 1.077 0.0 0.1 -0.2 0.35
H -3.188 0.739 -0.555 -0.2 0.0 0.2 0.26
H -2.964 2.962 2.764 0.2 -0.3 -0.1 0.56
H -1.327 2.602 3.366 -0.3 0.0 0.0 0.25
H -2.596 1.336 3.408 0.1 0.3 -0.1 0.41
H -2.565 3.913 0.821 0.2 -0.3 -0.2 0.58
H -1.770 3.333 -0.666 0.0 0.1 0.3 0.32
H -0.794 3.893 0.736 -0.3 0.0 -0.1 0.38
H 1.947 0.621 -3.061 0.1 0.0 0.3 0.46
H 2.181 -0.577 -1.752 -0.1 0.3 -0.2 0.38
H 3.027 0.980 -1.690 -0.3 -0.1 -0.1 0.43
H 1.524 3.314 -2.046 0.0 -0.3 0.3 0.52
H 2.253 3.071 -0.430 -0.2 0.0 -0.2 0.33
H 0.577 3.662 -0.588 0.3 -0.2 -0.1 0.35
H -0.386 1.288 -3.278 -0.1 0.1 0.4 0.47
H -0.854 2.694 -2.283 0.2 -0.4 -0.1 0.55
H -1.609 1.115 -1.990 0.3 0.1 -0.2 0.33
C -0.752 -2.785 -4.007 0.0 2.4 2.9 0.42
C -1.840 -2.642 -4.899 -2.3 0.3 -1.2 -0.39
C -1.933 -3.447 -6.037 -0.8 0.9 0.1 -0.26
C -0.954 -4.414 -6.298 0.0 -1.1 -1.9 -0.67
C 0.070 -4.640 -5.367 1.0 -0.1 1.0 -0.32
C 0.175 -3.835 -4.226 2.0 -1.8 -0.5 -0.23
S -0.450 -1.553 -2.809 0.2 -0.7 -0.7 -0.07
H -1.297 -1.603 -1.693 -0.2 -0.4 -1.1 0.19
H -2.576 -1.859 -4.709 0.1 -0.4 -0.1 0.43
H -2.755 -3.297 -6.739 0.2 0.0 0.2 0.44
H -0.971 -4.972 -7.237 -0.1 0.2 0.4 0.43
H 0.805 -5.430 -5.556 -0.3 0.3 0.2 0.43
H 0.998 -3.991 -3.523 -0.3 0.0 -0.3 0.43
N -1.155 -2.048 2.964 0.3 0.2 0.2 -0.32
C -1.337 -2.258 4.291 0.1 0.5 -0.5 -0.14
C -1.042 -1.067 4.926 0.2 0.1 0.0 -1.44
C -0.638 -0.177 3.927 -0.5 -1.1 -0.5 -0.64
N -0.728 -0.776 2.717 0.3 0.2 0.0 0.60
H -1.235 -2.735 2.212 0.0 0.5 0.5 0.13
H -1.647 -3.216 4.679 -0.1 0.1 -0.1 0.49
H -1.083 -0.843 5.978 0.0 -0.2 0.1 0.48
H -0.285 0.841 4.057 -0.3 -0.4 -0.2 0.88

=====

# 3
26
Properties=species:S:1:pos:R:3:forces:R:3:mulliken_charge:R:1 method="wB97M-V/def2-TZVPD" total_charge=+3 orbital_gap_ev=4.822 homo_ha=-0.768
O 1.949 -0.467 -6.798 0.0 0.6 -2.5 -0.04
C 1.973 -0.767 -5.740 0.0 -0.6 2.5 0.04
Ti 1.335 0.033 -1.134 -6.4 -0.9 -2.5 -1.09
O 2.198 -2.344 -2.897 -0.9 3.1 2.5 0.04
C 1.931 -1.464 -2.219 2.7 -6.8 -6.0 0.60
C 1.631 -0.811 0.584 2.3 -4.5 9.3 0.62
O 1.725 -1.331 1.605 -0.4 2.0 -4.0 -0.04
C 0.968 1.813 -0.456 -1.5 7.8 1.9 0.65
O 0.678 2.851 -0.096 0.8 -2.7 -0.9 -0.01
C 3.302 0.665 -1.242 6.4 2.4 -0.8 0.60
O 4.377 1.046 -1.364 -4.2 -1.5 0.5 -0.02
H 1.341 0.807 -2.564 1.0 0.8 -0.8 0.49
C -2.138 1.680 1.893 -0.4 -0.4 0.8 -0.80
N -1.766 0.960 0.640 -0.2 1.8 0.2 -0.24
C -1.356 -0.268 0.470 -0.1 -0.4 -1.8 0.60
S -0.895 -0.646 -1.254 1.0 0.5 0.1 -0.03
N -1.268 -1.303 1.251 0.4 -1.5 1.4 -0.20
C -1.564 -1.341 2.711 -0.3 0.1 0.3 -1.15
H -2.001 1.040 2.770 -0.1 0.3 -0.4 0.30
H -3.187 1.991 1.850 0.2 -0.1 -0.2 0.35
H -1.512 2.564 2.026 0.0 -0.1 -0.3 0.32
H -1.859 1.629 -0.170 0.2 -1.5 0.8 0.40
H -0.958 -2.246 0.917 -0.5 1.5 -0.2 0.39
H -2.606 -1.054 2.862 0.2 0.0 0.2 0.42
H -1.433 -2.349 3.120 0.0 0.1 -0.5 0.35
H -0.866 -0.686 3.236 -0.2 0.0 0.0 0.44

=====

# 4
59
Properties=species:S:1:pos:R:3:forces:R:3:mulliken_charge:R:1 method="wB97M-V/def2-TZVPD" total_charge=+2 relative_energy_kcal_mol=0.0 orbital_gap_ev=3.512 homo_ha=-0.474
C 1.718 -4.159 2.121 -0.2 0.2 -0.7 -1.12
C 2.882 -3.794 1.151 -0.6 0.8 0.8 -0.56
C 2.344 -2.758 0.149 0.2 -0.4 -0.5 -0.30
C 3.396 -2.274 -0.850 0.4 -0.7 0.5 -0.68
O 2.875 -1.645 -2.041 -0.2 -0.1 0.2 -0.58
C 1.824 -0.813 -1.831 0.0 0.8 0.3 -0.59
C 0.529 -1.255 -1.992 0.3 -1.6 -0.6 -0.52
C -0.554 -0.458 -1.758 -1.1 0.3 0.2 0.35
C -0.359 0.857 -1.340 -1.2 -0.4 -0.1 -0.19
C 0.926 1.320 -1.218 0.2 1.1 0.3 -0.66
C 2.022 0.524 -1.453 1.2 -0.2 -0.1 0.81
C 3.441 1.060 -1.320 -0.3 0.5 -0.1 -0.92
C 3.565 2.310 -0.425 -0.4 -0.8 0.3 -1.34
C 3.154 2.111 1.067 1.1 0.5 -0.2 1.14
C 3.969 3.145 1.885 -0.5 -0.1 -0.3 -1.79
C 3.460 0.703 1.625 -0.6 0.6 0.5 -1.19
C -1.552 1.683 -1.054 0.2 1.0 0.3 0.37
O -1.523 2.897 -0.945 -0.1 -0.8 0.1 -0.60
C -2.883 0.974 -0.841 0.5 -0.7 -0.4 -0.09
C -3.916 1.602 -0.204 -0.3 1.8 0.7 -0.49
C -5.136 0.991 -0.025 -1.1 0.0 -0.2 0.75
P -6.463 1.830 0.802 1.3 -1.3 0.6 1.14
O -6.848 1.023 2.050 -1.6 0.6 0.5 -0.84
O -5.969 3.278 1.205 -0.9 -0.5 -0.6 -0.49
O -7.799 1.885 -0.072 0.7 0.2 0.0 -0.60
C -5.376 -0.300 -0.489 -0.1 0.7 0.1 -0.51
C -4.332 -0.938 -1.114 -0.4 -1.5 -0.3 -0.32
O -4.585 -2.203 -1.563 -0.3 0.2 0.5 -0.56
C -3.097 -0.328 -1.286 1.3 0.2 -0.3 0.60
C -1.921 -1.025 -1.962 0.0 -0.8 -0.7 0.04
O -2.096 -2.014 -2.654 0.0 0.7 0.7 -0.56
H 1.640 -5.232 2.303 0.2 0.2 0.3 0.35
H 0.774 -3.858 1.643 0.1 -0.2 0.1 0.27
H 1.764 -3.576 3.044 0.1 -0.3 0.0 0.30
H 3.649 -3.295 1.756 0.2 -0.4 -0.3 0.33
H 3.291 -4.684 0.670 0.0 0.2 -0.1 0.38
H 1.907 -1.928 0.716 0.0 -0.1 -0.2 0.26
H 1.551 -3.254 -0.429 0.0 0.2 0.1 0.34
H 3.937 -3.161 -1.194 -0.1 0.3 -0.2 0.49
H 4.142 -1.639 -0.358 -0.2 0.1 -0.1 0.22
H 0.383 -2.290 -2.293 -0.1 0.2 -0.1 0.71
H 1.084 2.344 -0.899 -0.2 -0.1 -0.1 0.64
H 3.806 1.352 -2.315 -0.1 -0.2 0.0 0.46
H 4.091 0.251 -0.992 0.0 0.2 0.0 0.35
H 4.604 2.654 -0.444 -0.2 0.0 -0.2 0.55
H 2.922 3.088 -0.852 0.4 0.2 0.0 0.36
H 2.094 2.370 1.169 0.1 -0.3 0.1 0.23
H 3.534 3.236 2.886 0.3 0.1 0.0 0.45
H 5.013 2.820 1.945 -0.1 0.0 0.1 0.41
H 3.958 4.129 1.400 -0.1 -0.1 0.2 0.41
H 2.552 0.089 1.642 0.3 -0.2 -0.3 0.12
H 3.752 0.821 2.676 0.0 -0.2 -0.2 0.57
H 4.284 0.212 1.105 -0.1 0.0 0.1 0.18
H -3.812 2.611 0.189 0.5 -0.1 -0.2 0.66
H -5.994 3.818 0.393 0.3 0.5 0.4 0.38
H -7.586 1.949 -1.020 -0.4 0.0 0.0 0.40
H -6.345 -0.771 -0.371 0.2 -0.2 -0.1 0.39
H -3.997 -2.827 -1.117 0.2 -0.1 -0.5 0.32
Ca -8.696 0.544 3.129 1.2 0.2 -0.6 1.78

=====

# 5
9
Properties=species:S:1:pos:R:3:forces:R:3:mulliken_charge:R:1 method="wB97M-V/def2-TZVPD" relative_energy_kcal_mol=157.6 orbital_gap_ev=9.569 homo_ha=-0.337
C -0.044 -0.394 -0.113 0.7 -4.8 -0.3 0.79
C -1.043 0.918 1.118 -3.1 0.4 4.6 0.06
H 1.414 -1.635 -2.152 1.9 4.1 3.8 0.39
H -1.424 1.373 2.241 0.6 -1.6 -4.0 0.29
N 0.643 -1.430 -0.449 -2.1 1.4 1.8 -0.55
N -0.411 1.560 0.294 1.0 7.2 1.3 -0.22
O 1.630 -0.814 -1.209 0.5 -5.5 -6.4 -0.40
O -1.103 -0.392 0.753 1.2 -0.8 0.4 -0.27
O 0.338 0.813 -0.483 -0.7 -0.4 -1.3 -0.08

=====

# 6
23
Properties=species:S:1:pos:R:3:forces:R:3:mulliken_charge:R:1 method="wB97M-V/def2-TZVPD" total_charge=+1 relative_energy_kcal_mol=140.7 orbital_gap_ev=7.987 homo_ha=-0.477
C -1.275 0.320 -0.620 -0.3 2.3 0.2 0.85
C -2.869 -2.859 -0.924 2.4 -2.3 0.3 -0.94
C -2.383 -1.693 -0.857 0.9 0.8 0.5 0.84
C 0.223 -1.511 -0.144 -1.5 0.1 -0.2 -0.24
C -0.724 2.792 0.417 2.1 -3.4 -2.4 -1.09
C 2.562 -0.610 0.462 -0.3 -0.3 0.9 -1.39
C -1.318 1.856 -0.731 -4.2 1.3 0.1 -0.60
C 1.558 -1.809 0.442 1.9 0.8 -3.0 -0.30
N -0.071 -0.201 -0.275 4.1 -0.8 1.5 0.07
N -2.265 -0.458 -0.821 0.2 0.9 -0.1 -0.31
H -3.741 -3.041 -1.418 -2.7 -0.2 -0.9 0.36
H -2.234 -3.756 -0.800 -0.3 0.8 0.3 0.30
H -1.075 2.471 1.366 0.1 -0.5 0.9 0.31
H -0.969 3.796 0.308 -0.6 1.6 -0.7 0.40
H 0.372 2.663 0.210 -0.7 0.6 1.2 0.32
H 2.975 -0.290 -0.467 -0.3 0.2 -1.1 0.41
H 3.446 -0.992 0.953 0.1 0.3 0.7 0.39
H 2.162 0.287 1.015 0.6 -0.9 -0.2 0.46
H -2.479 2.188 -0.738 2.5 -1.3 -0.3 0.31
H -0.975 2.097 -1.760 0.2 0.0 0.7 0.31
H 1.386 -1.973 1.450 -0.8 -0.8 2.2 0.25
H 2.108 -2.761 0.065 -1.4 1.5 0.4 0.34
H 0.740 0.460 0.007 -2.1 -0.7 -0.8 -0.07